Molecular formula: C7H28O7
Method: DFT, ωB97M-V/def2-TZVPD

ORCA input file:
```
! wB97M-V def2-TZVPD RIJCOSX def2/J DEFGRID3
* xyz 0 1
C 29.549 -4.657 0.695
O 29.990 -4.634 -0.664
H 28.653 -4.049 0.824
H 29.326 -5.694 0.920
H 30.329 -4.302 1.374
H 30.224 -3.734 -0.913
C 26.038 -4.788 -1.759
O 24.718 -4.505 -1.372
H 26.206 -4.582 -2.810
H 26.757 -4.201 -1.166
H 26.305 -5.841 -1.586
H 24.628 -4.743 -0.446
C 32.447 -4.158 -3.517
O 33.774 -3.910 -3.076
H 31.760 -4.193 -2.661
H 32.094 -3.374 -4.188
H 32.426 -5.126 -4.008
H 33.977 -2.986 -3.233
C 26.443 -6.343 -5.746
O 25.051 -6.060 -5.782
H 26.636 -7.257 -5.173
H 26.850 -6.545 -6.739
H 26.966 -5.520 -5.263
H 24.735 -6.135 -6.684
C 30.528 -11.227 -2.339
O 31.648 -11.402 -1.489
H 29.593 -11.558 -1.870
H 30.465 -10.171 -2.574
H 30.630 -11.803 -3.266
H 31.808 -12.344 -1.392
C 33.345 -4.338 0.245
O 32.730 -5.556 -0.103
H 32.633 -3.499 0.250
H 33.768 -4.383 1.256
H 34.128 -4.089 -0.470
H 31.788 -5.406 -0.166
C 28.625 -7.183 -2.597
O 29.110 -5.936 -3.032
H 29.306 -8.014 -2.795
H 28.474 -7.176 -1.502
H 27.627 -7.368 -2.996
H 29.492 -5.487 -2.273
*
```

Properties
energy above the lowest of the compared OMol25 structures with the same formula, charge and spin: 88.8 kcal per mole
maximum force: 1.2 eV/Å
LUMO: 0.01360 hartree

These are the natural (NBO) partial charges, in e, on atoms 1 to 4: -0.26 -0.76 0.18 0.20

***

Molecular formula: C29H20AuCl3N2O2P
Method: DFT, ωB97M-V/def2-TZVPD

ORCA input file:
```
! wB97M-V def2-TZVPD RIJCOSX def2/J DEFGRID3
* xyz 1 3
Au -0.960 0.345 -1.464
N -1.132 2.552 0.110
C 0.095 2.823 0.810
C 0.197 3.940 1.635
C 1.376 4.232 2.294
C 2.478 3.400 2.141
C 2.383 2.287 1.330
C 1.196 1.980 0.654
P 1.195 0.480 -0.376
C 1.643 -0.884 0.705
C 0.667 -1.735 1.212
C 1.024 -2.749 2.091
C 2.350 -2.920 2.454
C 3.331 -2.082 1.937
C 2.983 -1.070 1.061
C 2.511 0.689 -1.577
C 2.952 1.960 -1.942
C 3.926 2.100 -2.919
C 4.448 0.976 -3.543
C 3.991 -0.291 -3.200
C 3.019 -0.438 -2.226
H -1.451 3.384 -0.374
H -1.876 2.275 0.742
H -0.667 4.582 1.753
H 1.438 5.106 2.928
H 3.406 3.617 2.651
H 3.246 1.644 1.221
H -0.368 -1.617 0.922
H 0.262 -3.408 2.483
H 2.626 -3.715 3.134
H 4.367 -2.224 2.211
H 3.759 -0.440 0.644
H 2.544 2.839 -1.460
H 4.276 3.086 -3.191
H 5.210 1.087 -4.302
H 4.394 -1.165 -3.694
H 2.666 -1.428 -1.963
N -6.871 -5.422 4.168
C -6.221 -4.742 3.511
C -5.397 -3.891 2.687
C -4.837 -2.737 3.228
C -4.034 -1.933 2.440
C -3.778 -2.276 1.112
C -4.352 -3.430 0.577
C -5.160 -4.234 1.358
C -2.900 -1.463 0.312
C -2.171 -0.775 -0.365
H -5.038 -2.475 4.257
H -3.595 -1.034 2.851
H -4.161 -3.690 -0.455
H -5.607 -5.129 0.948
Cl -2.831 0.655 -3.814
C -2.053 1.803 -4.833
Cl -1.433 1.142 -6.281
Cl -2.914 3.266 -4.988
C -0.249 2.334 -3.945
O 0.042 3.295 -4.538
O 0.052 1.520 -3.123
*
```

Properties
energy above the lowest of the compared OMol25 structures with the same formula, charge and spin: 0.0 kcal per mole
maximum force: 2.2 eV/Å
⟨S²⟩: 2.0102
LUMO (alpha / beta): -0.09044 / -0.22718 hartree

These are the natural (NBO) partial charges, in e, on atoms 1 to 4: 0.89 -0.89 0.16 -0.22

***

Molecular formula: C2H4O2
Method: DFT, ωB97M-V/def2-TZVPD

ORCA input file:
```
! wB97M-V def2-TZVPD RIJCOSX def2/J DEFGRID3
* xyz 0 1
C -0.943 -0.333 -0.031
O -0.126 0.734 0.120
C 1.238 0.476 0.013
O 1.793 -0.561 0.068
H -0.928 -0.875 0.933
H -2.037 -0.052 -0.046
H -0.676 -0.937 -0.815
H 1.679 1.548 -0.241
*
```

Properties
energy above the lowest of the compared OMol25 structures with the same formula, charge and spin: 31.5 kcal per mole
maximum force: 5.1 eV/Å
LUMO: 0.03574 hartree

These are the natural (NBO) partial charges, in e, on atoms 1 to 4: -0.26 -0.52 0.66 -0.55

***

Molecular formula: C5H14N3
Method: DFT, ωB97M-V/def2-TZVPD

ORCA input file:
```
! wB97M-V def2-TZVPD RIJCOSX def2/J DEFGRID3
* xyz 1 1
C 0.402 -0.488 -1.713
C 1.657 -0.678 -0.825
C 1.888 0.743 -0.219
C 1.868 0.258 1.599
N 0.960 1.016 0.951
C -2.013 -0.136 0.740
N -2.930 0.960 0.931
N -2.114 -0.783 -0.556
H -0.244 0.252 -1.241
H -0.272 -1.338 -1.809
H 0.724 -0.030 -2.653
H 2.506 -0.880 -1.480
H 1.330 -1.431 -0.122
H 2.986 0.944 -0.008
H 1.617 1.498 -0.951
H 1.581 -0.687 2.076
H 2.532 0.851 2.246
H -1.006 0.170 0.327
H -3.685 0.786 1.568
H -3.062 1.469 0.074
H -2.684 -1.648 -0.495
H -2.039 -0.849 1.561
*
```

Properties
energy above the lowest of the compared OMol25 structures with the same formula, charge and spin: 276.4 kcal per mole
maximum force: 5.5 eV/Å
LUMO: -0.29082 hartree

These are the natural (NBO) partial charges, in e, on atoms 1 to 4: -0.59 -0.43 -0.34 0.14

***

Molecular formula: C38H100BN2O12
Method: DFT, ωB97M-V/def2-TZVPD

ORCA input file:
```
! wB97M-V def2-TZVPD RIJCOSX def2/J DEFGRID3
* xyz -1 1
C -5.306 -2.890 2.296
C -5.619 -1.793 3.326
C -4.450 -0.817 3.550
C -4.898 0.598 3.930
C -3.926 1.354 4.854
C -3.030 2.317 4.084
C -3.763 3.508 3.443
C -3.636 3.566 1.917
C -4.881 3.061 1.164
C -4.718 1.728 0.414
O -3.686 0.949 0.937
B -3.339 -0.111 -0.108
C -1.721 -0.122 -0.445
C -0.912 -1.330 0.048
C -0.826 -1.634 1.549
C -0.538 -0.464 2.505
C 0.879 -0.535 3.105
N 0.956 -0.061 4.501
O -4.133 0.366 -1.315
C -4.531 1.682 -1.117
C -3.541 2.650 -1.767
C -3.990 4.113 -1.891
N -3.073 5.018 -1.192
H -4.230 -3.040 2.202
H -5.767 -3.839 2.567
H -5.678 -2.618 1.309
H -6.478 -1.217 2.981
H -5.884 -2.268 4.273
H -3.858 -0.785 2.633
H -3.802 -1.221 4.334
H -5.021 1.156 3.000
H -5.876 0.532 4.415
H -3.284 0.630 5.359
H -4.480 1.889 5.631
H -2.224 2.669 4.728
H -2.559 1.738 3.287
H -4.819 3.475 3.721
H -3.352 4.430 3.864
H -3.433 4.598 1.619
H -2.774 2.974 1.607
H -5.284 3.836 0.515
H -5.653 2.891 1.920
H -5.677 1.190 0.551
H -3.730 -1.238 0.206
H -1.236 0.814 -0.138
H -1.645 -0.156 -1.540
H 0.111 -1.290 -0.349
H -1.378 -2.207 -0.417
H 0.003 -2.338 1.653
H -1.720 -2.174 1.863
H -0.651 0.497 2.006
H -1.270 -0.462 3.316
H 1.282 -1.543 3.003
H 1.512 0.144 2.530
H 0.574 -0.754 5.132
H 1.928 0.083 4.746
H -5.520 1.855 -1.577
H -3.364 2.261 -2.771
H -2.575 2.601 -1.260
H -5.027 4.225 -1.558
H -3.979 4.399 -2.947
H -2.811 4.626 -0.300
H -3.482 5.929 -1.042
C 1.962 2.649 8.249
C 1.433 1.231 8.377
O 0.487 0.915 7.373
H 1.138 3.362 8.287
H 2.667 2.883 9.050
H 2.474 2.784 7.294
H 0.914 1.105 9.327
H 2.267 0.516 8.357
H 0.904 0.987 6.504
C -10.433 -4.850 2.421
C -8.970 -4.707 2.802
O -8.530 -3.359 2.782
H -10.607 -4.428 1.431
H -10.737 -5.899 2.412
H -11.071 -4.317 3.130
H -8.338 -5.230 2.086
H -8.792 -5.150 3.790
H -9.047 -2.858 3.419
C 3.849 -1.728 -0.359
C 3.749 -2.613 0.869
O 2.396 -2.995 1.044
H 3.241 -0.834 -0.231
H 4.878 -1.416 -0.563
H 3.479 -2.268 -1.233
H 4.070 -2.083 1.767
H 4.380 -3.507 0.760
H 2.182 -3.457 0.219
C 2.356 1.494 -3.204
C 2.477 2.079 -1.810
O 3.654 1.630 -1.139
H 2.355 0.404 -3.156
H 1.434 1.823 -3.685
H 3.198 1.800 -3.833
H 1.644 1.757 -1.188
H 2.460 3.174 -1.850
H 4.419 1.904 -1.650
C 5.884 -2.600 -4.414
C 5.779 -3.486 -3.189
O 4.439 -3.912 -2.952
H 5.247 -1.721 -4.312
H 6.913 -2.265 -4.561
H 5.575 -3.146 -5.306
H 6.075 -2.946 -2.291
H 6.432 -4.359 -3.293
H 4.142 -4.412 -3.718
C 8.196 0.491 -3.501
C 7.651 0.841 -4.870
O 6.236 1.020 -4.860
H 7.722 -0.420 -3.131
H 9.275 0.344 -3.534
H 7.989 1.292 -2.791
H 7.842 0.037 -5.581
H 8.136 1.747 -5.249
H 6.038 1.736 -4.250
C 8.601 -3.606 -7.738
C 8.433 -4.517 -6.536
O 7.093 -4.971 -6.385
H 7.933 -2.748 -7.658
H 9.628 -3.245 -7.814
H 8.358 -4.135 -8.662
H 8.663 -3.980 -5.616
H 9.115 -5.371 -6.604
H 6.850 -5.469 -7.170
C -9.832 3.007 -0.179
C -8.350 3.191 0.091
O -7.940 4.550 -0.051
H -10.081 3.353 -1.183
H -10.116 1.958 -0.089
H -10.431 3.583 0.533
H -7.758 2.621 -0.623
H -8.096 2.826 1.092
H -8.427 5.073 0.592
C 0.753 -3.971 -3.580
C 0.748 -3.718 -2.086
O 1.762 -4.470 -1.411
H 0.614 -5.033 -3.788
H -0.043 -3.410 -4.070
H 1.706 -3.662 -4.019
H -0.195 -4.030 -1.642
H 0.872 -2.652 -1.878
H 2.620 -4.208 -1.773
C 9.605 5.233 -2.248
C 10.428 3.977 -2.459
O 9.927 3.171 -3.523
H 8.565 4.977 -2.045
H 9.990 5.816 -1.410
H 9.628 5.865 -3.139
H 10.393 3.343 -1.574
H 11.476 4.234 -2.645
H 9.958 3.694 -4.329
*
```

Properties
maximum force: 0.6 eV/Å
LUMO: 0.05934 hartree

These are the Löwdin partial charges, in e, on atoms 1 to 4: -0.11 -0.26 -0.21 -0.19